12
Properties=species:S:1:pos:R:3 method="wB97M-V/def2-TZVPD" largest_force_ev_per_a=3.8 total_charge=+3 e_lumo_ev="-13.6202 / -13.6202"
O -0.041 3.129 -1.572
C -0.222 2.019 -1.477
C -0.478 0.669 -1.363
C 0.497 -0.144 -0.880
C 1.540 -0.897 -1.079
H -1.492 0.340 -1.613
H 1.804 -1.248 -2.081
H 2.202 -1.152 -0.247
C -0.434 -0.677 2.208
O -1.610 -0.298 1.999
La -1.698 -0.195 4.492
H -0.068 -1.547 1.613